Formula: C9H14
Source: the Open Molecules 2025 dataset
Level of theory: ωB97M-V/def2-TZVPD

Each line ends with the Löwdin charge.
Atoms and positions in Å:
C1 1.46 -1.85 1.69  -0.049
C2 0.50 -1.32 0.62  -0.283
C3 1.02 -0.91 -0.60  -0.069
C4 0.17 -0.55 -1.65  -0.086
C5 -1.19 -0.81 -1.48  -0.105
C6 -1.69 -1.30 -0.28  -0.094
C7 -0.87 -1.43 0.83  -0.055
H1 1.01 -2.80 2.01  0.076
H2 1.72 -1.23 2.54  0.074
H3 2.34 -2.20 1.14  0.073
H4 2.06 -0.60 -0.68  0.110
H5 0.56 -0.16 -2.58  0.099
H6 -1.84 -0.59 -2.32  0.096
H7 -2.71 -1.64 -0.38  0.100
H8 -1.38 -1.69 1.75  0.112
C8 0.81 3.32 -0.12  -0.163
C9 -0.60 3.31 0.48  -0.173
H9 0.90 2.36 -0.62  0.045
H10 0.95 4.13 -0.84  0.059
H11 1.59 3.38 0.63  0.059
H12 -0.99 4.21 0.97  0.057
H13 -0.68 2.41 1.09  0.058
H14 -1.34 3.13 -0.31  0.058

Properties
**Electronic energy**: -9559.477 eV
**2S+1**: 1
**Structure (SMILES)**: Cc1ccccc1.CC
**Net charge**: 0